No. 1
Computed, not measured: a single C2H4N2OS molecule at a distorted geometry, with wB97M-V/def2-TZVPD.

Summary:
Charge: 0
Frontier orbital gap in eV: 8.885
HOMO energy in eV: -8.5
SMILES: [H]/N=C1/NSCO1

CARTESIAN COORDINATES (ANGSTROEM)
H (1.9343, 1.4000, 1.4302)
N (1.7538, 1.2946, 0.3686)
C (0.7135, 0.5574, 0.1114)
N (0.0986, 0.5627, -1.1252)
S (-0.8952, -0.8441, -1.4538)
C (-1.0768, -1.0000, 0.4018)
O (0.0615, -0.3533, 0.9194)
H (0.6124, 1.0521, -1.9205)
H (-2.0437, -0.5218, 0.6858)
H (-1.1585, -2.1476, 0.5822)

No. 2
Computed, not measured: 3 unconnected molecules or ions with the total composition C29H40N2O4S, with wB97M-V/def2-TZVPD.

Summary:
Charge: 0
Frontier orbital gap in eV: 9.448
HOMO energy in eV: -9.0
SMILES: CNC[C@H]1C[C@](CCCCCOC)(c2ccccn2)COS1(=O)=O.c1ccccc1.c1ccccc1

CARTESIAN COORDINATES (ANGSTROEM)
C (5.3318, 2.4085, 3.4344)
N (3.9054, 2.1412, 3.6086)
C (3.0833, 2.3571, 2.4197)
C (2.1250, 1.1680, 2.1590)
C (0.6855, 1.6426, 1.8529)
C (-0.1038, 0.8893, 0.7727)
C (-1.2874, 1.7390, 0.2906)
C (-2.3693, 1.9724, 1.3586)
C (-2.8993, 3.4152, 1.4062)
C (-4.4025, 3.5019, 1.6721)
C (-4.8524, 2.7969, 2.9501)
O (-6.1176, 2.1935, 2.7417)
C (-6.3352, 1.0653, 3.5549)
C (-0.5760, -0.4754, 1.2686)
C (-1.4028, -1.2770, 0.4908)
C (-1.7453, -2.5345, 0.9492)
C (-1.2608, -2.9587, 2.1755)
C (-0.4617, -2.0937, 2.8920)
N (-0.1271, -0.8821, 2.4531)
C (0.8550, 0.6784, -0.3951)
O (1.7751, -0.3704, -0.0702)
S (2.9026, -0.0021, 1.0006)
O (3.1683, -1.2307, 1.6721)
O (3.9543, 0.6694, 0.2954)
H (5.6439, 2.0386, 2.4583)
H (5.5967, 3.4701, 3.5057)
H (5.9051, 1.8621, 4.1842)
H (3.5470, 2.7053, 4.3661)
H (2.4719, 3.2596, 2.5155)
H (3.7364, 2.4948, 1.5614)
H (2.1174, 0.5681, 3.0655)
H (0.7508, 2.6808, 1.5138)
H (0.1409, 1.6485, 2.7952)
H (-1.7362, 1.2747, -0.5905)
H (-0.8908, 2.7004, -0.0536)
H (-3.2143, 1.3087, 1.1554)
H (-1.9833, 1.6825, 2.3374)
H (-2.6981, 3.8986, 0.4474)
H (-2.3624, 3.9907, 2.1661)
H (-4.9510, 3.0637, 0.8353)
H (-4.7024, 4.5511, 1.7170)
H (-4.9303, 3.5173, 3.7744)
H (-4.1271, 2.0340, 3.2563)
H (-6.2884, 1.3153, 4.6218)
H (-7.3324, 0.6915, 3.3320)
H (-5.5992, 0.2792, 3.3480)
H (-1.7616, -0.9234, -0.4678)
H (-2.3778, -3.1830, 0.3563)
H (-1.4900, -3.9391, 2.5692)
H (-0.0643, -2.3852, 3.8590)
H (0.3366, 0.3578, -1.2992)
H (1.4099, 1.5946, -0.6240)
C (1.6961, -3.4197, -1.1063)
C (2.5468, -4.4680, -1.4319)
C (2.2795, -5.2629, -2.5387)
C (1.1622, -5.0095, -3.3242)
C (0.3100, -3.9639, -2.9976)
C (0.5771, -3.1744, -1.8881)
H (1.9092, -2.7965, -0.2480)
H (3.4224, -4.6579, -0.8245)
H (2.9460, -6.0771, -2.7939)
H (0.9589, -5.6226, -4.1930)
H (-0.5569, -3.7592, -3.6134)
H (-0.0853, -2.3547, -1.6344)
C (0.1978, -0.0513, -6.6653)
C (0.1095, -0.0822, -5.2798)
C (1.0668, -0.7609, -4.5391)
C (2.1109, -1.4131, -5.1794)
C (2.1971, -1.3841, -6.5640)
C (1.2419, -0.7026, -7.3067)
H (-0.5469, 0.4796, -7.2446)
H (-0.7080, 0.4221, -4.7792)
H (1.0010, -0.7921, -3.4590)
H (2.8511, -1.9459, -4.5961)
H (3.0097, -1.8939, -7.0656)
H (1.3108, -0.6803, -8.3868)

No. 3
Computed, not measured: a molecular structure, C25H20AgIN2O3 at a distorted geometry, with wB97M-V/def2-TZVPD.

Summary:
Charge: -2
Frontier orbital gap in eV: 5.148
HOMO energy in eV: -0.9

CARTESIAN COORDINATES (ANGSTROEM)
Ag (-0.7160, 0.9220, 0.3851)
O (1.1925, -1.3917, 3.8582)
C (1.2297, -0.6194, 2.8566)
O (0.2769, 0.1475, 2.3681)
C (2.6278, -0.6601, 2.1899)
C (3.6952, -1.4211, 2.7111)
C (4.8495, -1.6196, 1.9273)
C (4.9489, -0.9868, 0.7327)
C (3.8734, -0.2059, 0.3558)
N (2.7858, 0.0241, 1.0928)
H (3.5993, -1.9668, 3.6172)
H (5.6904, -2.1854, 2.3766)
H (5.7969, -1.0646, 0.0700)
H (3.7412, 0.0777, -0.7037)
I (-0.6807, 0.1752, -2.7675)
C (-0.8592, 2.2319, -2.7576)
C (-1.6262, 2.9183, -3.6793)
C (-1.4753, 4.3618, -3.7319)
C (-0.5633, 5.0098, -2.9877)
C (0.3979, 4.2823, -2.1219)
C (1.5369, 4.8772, -1.5733)
C (2.0929, 4.1993, -0.5182)
C (1.6185, 2.9417, -0.1273)
C (0.5141, 2.3583, -0.6491)
C (0.0520, 2.9225, -1.8116)
H (-2.4490, 2.5056, -4.2405)
H (-2.0783, 4.9138, -4.4442)
H (-0.5633, 6.1138, -2.8264)
H (1.9494, 5.7658, -2.0200)
H (2.8753, 4.6269, 0.0500)
H (2.1971, 2.4284, 0.6372)
N (-6.9474, -2.8557, 1.9070)
C (-6.0144, -2.1469, 1.8901)
C (-4.9570, -1.2213, 1.7038)
C (-3.8169, -1.3886, 2.5194)
C (-2.6835, -0.6828, 2.2544)
C (-2.5745, 0.1016, 1.1051)
C (-3.7346, 0.3542, 0.3441)
C (-4.9247, -0.3202, 0.6013)
H (-3.8963, -2.0556, 3.3499)
H (-1.7543, -0.8994, 2.9083)
H (-3.6190, 1.1846, -0.4048)
H (-5.7812, -0.1857, -0.0430)
C (0.5186, -5.4871, -0.8224)
C (0.6153, -4.0326, -0.9248)
O (-0.3337, -3.2386, -0.2131)
H (1.2501, -5.8091, -1.5389)
H (-0.4921, -5.8815, -0.9883)
H (0.9705, -5.8563, 0.1046)
H (0.4964, -3.7859, -1.9839)
H (1.6519, -3.7457, -0.6702)
H (-0.5039, -3.7301, 0.6330)

No. 4
Computed, not measured: a molecular structure, C34H23N3NiOPS5, with wB97M-V/def2-TZVPD.

Summary:
Charge: -1
Frontier orbital gap (spin up / spin down) in eV: 5.513 / 5.511
HOMO energy (spin up / spin down) in eV: -3.7 / -3.7

CARTESIAN COORDINATES (ANGSTROEM)
Ni (-0.2023, -0.0272, 0.7442)
S (4.1033, -4.5781, -1.8973)
C (2.7944, -3.5684, -1.7130)
S (1.5201, -3.8609, -0.5858)
C (0.5195, -2.4667, -0.9317)
C (1.0141, -1.6642, -1.9061)
S (0.2301, -0.2074, -2.4517)
S (2.5578, -2.1160, -2.5822)
S (-0.9015, -2.1978, 0.0102)
O (1.3495, 0.7907, -0.1751)
C (0.2742, 0.7962, -0.8889)
C (-0.3739, 2.1341, -1.1917)
C (0.1355, 2.9862, -2.1689)
C (-0.4419, 4.2280, -2.3799)
C (-1.5307, 4.6345, -1.6136)
C (-2.0430, 3.7897, -0.6419)
C (-1.4751, 2.5334, -0.4402)
P (-1.9529, 1.2869, 0.8023)
C (-2.4711, 2.3604, 2.2038)
C (-3.6276, 2.1346, 2.9464)
C (-3.8977, 2.8796, 4.0880)
C (-3.0182, 3.8671, 4.5052)
C (-1.8615, 4.1035, 3.7711)
C (-1.5898, 3.3545, 2.6376)
C (-3.5730, 0.6441, 0.2422)
C (-4.4488, 1.3366, -0.5903)
C (-5.6629, 0.7760, -0.9598)
C (-6.0176, -0.4844, -0.4970)
C (-5.1465, -1.1872, 0.3218)
C (-3.9270, -0.6297, 0.6794)
H (0.9929, 2.6686, -2.7499)
H (-0.0384, 4.8895, -3.1373)
H (-1.9739, 5.6105, -1.7712)
H (-2.8749, 4.1148, -0.0266)
H (-4.3298, 1.3721, 2.6312)
H (-4.8032, 2.6865, 4.6507)
H (-3.2293, 4.4488, 5.3939)
H (-1.1661, 4.8727, 4.0850)
H (-0.6782, 3.5393, 2.0783)
H (-4.1765, 2.3140, -0.9673)
H (-6.3296, 1.3225, -1.6160)
H (-6.9630, -0.9249, -0.7899)
H (-5.4023, -2.1823, 0.6639)
H (-3.2252, -1.1975, 1.2797)
N (0.9106, -3.2360, 7.0034)
C (0.8255, -3.3335, 8.3752)
C (1.1187, -4.3596, 9.2689)
C (0.8984, -4.0965, 10.6059)
C (0.4017, -2.8563, 11.0402)
C (0.1126, -1.8452, 10.1472)
C (0.3304, -2.0909, 8.7916)
N (0.1333, -1.2651, 7.6971)
C (0.4874, -1.9768, 6.6657)
C (0.4486, -1.5042, 5.2660)
C (0.7323, -2.3398, 4.1993)
C (0.6614, -1.8358, 2.9089)
N (0.3350, -0.5693, 2.6507)
C (0.0846, 0.2401, 3.6846)
C (0.1208, -0.1833, 5.0029)
H (1.2619, -3.9309, 6.3700)
H (1.4994, -5.3169, 8.9370)
H (1.1115, -4.8653, 11.3375)
H (0.2441, -2.6957, 12.0990)
H (-0.2694, -0.8869, 10.4733)
H (0.9914, -3.3832, 4.3245)
H (0.8497, -2.4623, 2.0487)
H (-0.1600, 1.2640, 3.4397)
H (-0.1089, 0.4983, 5.8090)

No. 5
Computed, not measured: 2 unconnected molecules or ions with the total composition C11H14O at a distorted geometry, with wB97M-V/def2-TZVPD.

Summary:
Charge: 0
Frontier orbital gap (spin up / spin down) in eV: 7.227 / 7.232
HOMO energy (spin up / spin down) in eV: -7.1 / -7.1

CARTESIAN COORDINATES (ANGSTROEM)
C (2.4116, 2.0060, 1.9338)
C (2.7813, 0.7443, 1.3144)
C (1.0931, 2.1909, 2.3009)
C (1.7927, 0.0933, 0.7302)
C (0.0643, 1.2567, 2.0453)
C (0.4143, 0.3236, 0.9604)
C (-0.9755, 1.3723, 2.8497)
C (-0.4349, -0.3572, 0.1784)
C (-1.9059, -0.4093, 0.1679)
C (-0.2781, -0.5107, -2.9689)
C (0.2678, -1.5541, -2.0739)
O (1.6285, -1.8091, -2.1603)
H (3.2590, 2.6336, 2.0623)
H (3.7854, 0.5197, 1.0856)
H (0.7507, 3.2678, 2.4305)
H (2.0488, -0.7783, 0.1081)
H (-1.9514, 0.9531, 2.7360)
H (-0.9911, 2.0943, 3.6919)
H (-2.2897, -0.0942, -0.8007)
H (-2.2921, -1.4393, 0.4456)
H (-2.3774, 0.2386, 0.8235)
H (-1.3586, -0.2312, -2.6231)
H (0.1791, 0.4496, -2.6261)
H (-0.0688, -0.6765, -4.0365)
H (-0.2826, -2.5758, -1.8091)
H (2.0096, -1.0297, -2.6606)

No. 6
Computed, not measured: a gas-phase ion, C2H4ClO3S (charge -1) at a distorted geometry, with wB97M-V/def2-TZVPD.

Summary:
Spin multiplicity: 3
Charge: -1
Frontier orbital gap (spin up / spin down) in eV: 1.656 / 5.567
HOMO energy (spin up / spin down) in eV: 0.1 / -7.8

CARTESIAN COORDINATES (ANGSTROEM)
C (-1.3056, -0.0266, -0.3052)
C (-0.1013, 0.5401, 0.4006)
O (1.4817, -0.2555, -1.4557)
O (2.5046, -0.0837, 0.6906)
O (0.9396, -1.8752, 0.4579)
S (1.3514, -0.5643, -0.0301)
Cl (0.3071, 2.1743, -0.0414)
H (-1.2449, 0.0705, -1.4039)
H (-2.1826, 0.4045, 0.3232)
H (-1.3743, -0.9562, -0.0592)
H (-0.3757, 0.5723, 1.4232)

No. 7
Computed, not measured: 2 unconnected molecules or ions with the total composition C5H7N3OS at a distorted geometry, with wB97M-V/def2-TZVPD.

Summary:
Charge: 0
Frontier orbital gap in eV: 8.534
HOMO energy in eV: -8.5
SMILES: Sc1nc[nH]n1.C=CC=O

CARTESIAN COORDINATES (ANGSTROEM)
S (3.5489, 1.3737, -0.3569)
C (2.6684, -0.1348, -0.2373)
N (3.0755, -1.2272, 0.4366)
C (2.0009, -1.9459, 0.4639)
N (0.9577, -1.3496, -0.1709)
N (1.3864, -0.1643, -0.6022)
H (2.4407, 2.1994, -0.3949)
H (2.0885, -3.0244, 0.7580)
H (0.0428, -1.7114, -0.5088)
C (-2.3447, 0.3739, -0.4514)
C (-1.6973, 1.3399, 0.2243)
C (-0.2505, 1.7038, -0.1616)
O (0.6710, 2.0154, 0.5728)
H (-3.3691, 0.1707, -0.2905)
H (-1.8640, 0.0051, -1.3343)
H (-2.0909, 1.8644, 1.0733)
H (-0.0831, 1.2898, -1.2706)

No. 8
Computed, not measured: a molecular structure, C26H18MnN6OS3, with wB97M-V/def2-TZVPD.

Summary:
Spin multiplicity: 2
Charge: -2
Frontier orbital gap (spin up / spin down) in eV: 4.579 / 4.568
HOMO energy (spin up / spin down) in eV: -0.3 / -0.3

CARTESIAN COORDINATES (ANGSTROEM)
Mn (-0.1222, 0.4532, 0.2080)
O (3.4509, 0.5165, 2.2359)
C (2.5014, 0.4269, 1.4372)
N (1.2065, 0.4483, 1.6872)
C (0.7522, 0.7770, 3.0036)
C (-0.7546, 0.8442, 3.0106)
C (-1.4595, 1.1784, 4.1636)
C (-2.8393, 1.1436, 4.1480)
C (-3.4950, 0.7697, 2.9807)
C (-2.7333, 0.4834, 1.8654)
N (-1.3973, 0.5344, 1.8752)
C (2.7361, 0.2562, -0.0412)
C (4.0099, 0.1200, -0.5646)
C (4.1446, -0.1066, -1.9249)
C (3.0096, -0.1794, -2.7148)
C (1.7687, 0.0035, -2.1222)
N (1.6353, 0.2047, -0.8123)
H (1.1488, 1.7456, 3.3348)
H (1.0697, 0.0354, 3.7542)
H (-0.9124, 1.4640, 5.0527)
H (-3.4036, 1.4097, 5.0340)
H (-4.5738, 0.7258, 2.9233)
H (-3.1797, 0.2415, 0.9089)
H (4.8494, 0.1945, 0.1118)
H (5.1279, -0.2120, -2.3688)
H (3.0712, -0.3159, -3.7853)
H (0.8500, 0.0133, -2.6925)
C (1.2736, -2.5488, 0.7409)
C (0.0537, -2.6338, -0.1194)
C (-0.3181, -3.9269, -0.5611)
C (-1.4452, -4.1020, -1.2950)
C (-2.2248, -2.9802, -1.6493)
C (-3.4131, -3.1170, -2.3991)
C (-4.1144, -1.9842, -2.7356)
C (-3.6502, -0.7209, -2.3819)
C (-2.4617, -0.5237, -1.6693)
S (-1.8170, 1.0260, -1.3521)
C (-1.7662, -1.7059, -1.2344)
N (-0.6440, -1.5515, -0.4384)
H (1.3644, -3.4528, 1.3459)
H (1.2430, -1.6744, 1.3839)
H (2.1724, -2.4667, 0.1229)
H (0.3054, -4.7658, -0.2781)
H (-1.7592, -5.0884, -1.6213)
H (-3.7433, -4.1060, -2.6935)
H (-5.0356, -2.0660, -3.3039)
H (-4.1980, 0.1598, -2.6939)
S (0.1023, 2.9163, 0.4641)
C (1.2262, 3.9371, -0.4142)
C (1.7998, 4.9436, 0.4258)
N (2.2281, 5.7536, 1.1300)
C (1.5661, 3.9369, -1.7452)
S (0.9679, 2.9472, -3.0197)
C (2.5271, 4.9251, -2.1679)
N (3.2996, 5.6937, -2.5484)

Asked for energy relative to the best compared isomer or geometry (same formula, charge and spin) across the records above, the calculation gives 223.8; 91.1; 87.7; 23.3; 581.8; 13.8; 268.7; 0.0 kJ/mol in order.